This record from the Open Molecules 2025 dataset describes a structure of composition C3H8InS. The level of theory is ωB97M-V/def2-TZVPD.

```
13
Properties=species:S:1:pos:R:3:mulliken_charge:R:1
C 0.3326 1.9145 -1.1216 -0.490
C 0.0435 1.6235 0.1679 -0.576
In -0.6236 -0.4439 0.6765 0.638
C 1.1821 -1.7117 0.7586 -1.097
S -2.1124 -1.2499 -1.1725 -0.606
H -0.3782 1.6147 -1.8872 0.197
H 1.2739 2.3804 -1.4182 0.219
H 0.2358 2.4117 0.9026 0.278
H -1.5536 -0.4511 2.1958 -0.344
H 1.3485 -2.1212 1.7558 0.258
H 1.0556 -2.5662 0.0896 0.239
H 2.0992 -1.2076 0.4518 0.251
H -2.9036 -0.1934 -1.3991 0.033
```

Calculated values
E   -19248.6038 eV
Orbital gap   7.18 eV
Charge   -1
E_LUMO   3.354 eV


This record from the Open Molecules 2025 dataset describes the ion C3H8N with charge +1. The level of theory is ωB97M-V/def2-TZVPD.

```
12
Properties=species:S:1:pos:R:3:mulliken_charge:R:1
C 1.6783 0.0557 0.4859 -0.966
C 0.5628 0.3045 -0.5434 -0.190
C -1.7796 -0.1775 -0.0018 -0.720
N -0.6363 0.6708 0.1991 0.081
H 1.7404 0.9412 1.1169 0.347
H 2.5881 -0.1825 0.0146 0.340
H 1.2758 -0.8170 1.1164 0.304
H 0.3447 -0.7119 -1.0810 0.367
H 0.7550 1.1545 -1.1850 0.321
H -1.8935 -1.0428 0.6476 0.386
H -2.7020 0.3815 0.2005 0.335
H -1.9337 -0.5765 -0.9697 0.396
```

Calculated values
E   -4719.3446 eV
Orbital gap   8.33 eV
Charge   +1
E_LUMO   -8.935 eV


This record from the Open Molecules 2025 dataset describes the ion C3H8N with charge +1. The level of theory is ωB97M-V/def2-TZVPD.

```
12
Properties=species:S:1:pos:R:3:mulliken_charge:R:1
C 1.2752 -0.7777 0.0073 -1.089
C -0.1820 -0.1452 0.0110 0.930
C -0.2351 1.3755 -0.0215 -1.158
N -1.3820 -0.7144 0.0559 -0.347
H 1.9350 -0.4546 -0.9079 0.324
H 1.8624 -0.7058 0.9841 0.334
H 1.2614 -1.8312 -0.0768 0.382
H 0.3511 1.7466 0.7812 0.345
H -1.1921 1.6707 0.1248 0.396
H 0.1466 1.7213 -1.0378 0.328
H -1.5398 -1.7233 0.0845 0.272
H -2.3008 -0.1619 -0.0047 0.284
```

Calculated values
E   -4723.3219 eV
Orbital gap   12.92 eV
Charge   +1
Structure (SMILES)   CC(C)=[NH2+]
E_LUMO   -4.968 eV


This record from the Open Molecules 2025 dataset describes a cluster of 2 separate species, C3H8N2 in total. The level of theory is ωB97M-V/def2-TZVPD.

```
13
Properties=species:S:1:pos:R:3:mulliken_charge:R:1
C -0.5545 -0.3426 0.0506 0.405
C -1.9239 -0.0745 -0.3824 -1.162
C 1.7830 0.1318 -0.3548 -0.708
N 0.0551 -1.6397 0.0601 -0.542
N 0.5813 -0.5282 -0.7773 -0.137
H -0.1467 0.4694 1.8436 0.069
H -2.0699 0.7968 -1.0825 0.253
H -2.5769 0.1434 0.5157 0.247
H -2.1528 -0.8860 -0.8977 0.413
H 1.9687 0.8612 -1.0774 0.334
H 1.5415 0.6241 0.6317 0.250
H 2.5333 -0.5214 0.1834 0.286
H 0.5610 -1.8345 0.8236 0.292
```

Calculated values
E   -6214.1865 eV
Orbital gap   9.05 eV
E_LUMO   0.067 eV


In order of appearance, relative energy (zero: lowest compared OMol25 entry of this formula, charge and spin) = 23.30, 94.14, 2.42, 176.65 kcal/mol.